(1)
This record from OMol25 describes a molecular structure, C42H31AgBrN5O2S3. The level of theory is ωB97M-V/def2-TZVPD.

Structure (XYZ):
```
85
Properties=species:S:1:pos:R:3:mulliken_charge:R:1
Ag 0.290 -0.543 0.030 -0.333
S 4.909 -2.184 -1.170 -0.510
C 5.229 -0.487 -1.009 0.692
C 6.395 0.224 -1.273 -0.593
C 6.391 1.594 -1.058 -0.476
C 5.244 2.238 -0.582 -0.669
C 4.081 1.533 -0.331 0.536
C 4.067 0.156 -0.548 -1.375
N 2.981 -0.667 -0.359 0.304
C 3.228 -1.898 -0.621 1.062
C 2.236 -2.981 -0.551 1.094
C 2.665 -4.299 -0.762 -0.895
C 1.758 -5.339 -0.742 -0.668
C 0.411 -5.043 -0.531 -0.573
C 0.000 -3.733 -0.336 0.858
C 0.883 -2.638 -0.315 -1.242
H 7.276 -0.280 -1.649 0.375
H 7.291 2.165 -1.254 0.355
H 5.265 3.308 -0.406 0.420
H 3.179 2.019 0.018 0.342
H 3.718 -4.507 -0.938 0.272
H 2.085 -6.361 -0.898 0.344
H -0.321 -5.845 -0.524 0.407
H -1.062 -3.543 -0.221 0.249
C 1.329 1.816 -3.960 -1.044
C 1.282 0.922 -2.899 -0.585
N 1.018 1.309 -1.657 0.968
C 0.822 2.594 -1.411 -0.409
C 0.884 3.585 -2.390 0.312
C 1.114 3.157 -3.698 -0.583
C 0.639 5.012 -2.150 -0.858
C 0.861 5.817 -1.104 -0.694
C 1.529 5.606 0.190 1.270
C 1.680 6.698 1.045 -0.805
C 2.305 6.484 2.255 -0.192
N 2.758 5.289 2.633 -0.635
C 2.577 4.311 1.746 -0.259
N 2.004 4.415 0.551 -0.138
H 1.528 1.468 -4.965 0.417
H 1.447 -0.142 -3.038 0.417
H 0.605 2.850 -0.384 0.691
H 1.132 3.884 -4.504 0.407
H 0.221 5.518 -3.017 0.315
H 0.542 6.845 -1.241 0.238
H 1.316 7.677 0.766 0.335
H 2.449 7.294 2.963 0.376
H 2.920 3.322 2.032 0.484
S 0.697 0.994 2.143 -0.458
C 0.474 0.146 3.659 0.265
C -0.751 -0.438 4.018 -0.506
C -0.918 -1.074 5.240 -0.549
C 0.128 -1.151 6.152 -0.398
C 1.350 -0.579 5.814 -0.455
C 1.519 0.062 4.596 -0.439
H -1.571 -0.399 3.312 0.253
H -1.877 -1.520 5.482 0.339
H -0.002 -1.656 7.103 0.332
H 2.183 -0.638 6.508 0.313
H 2.472 0.507 4.335 0.289
O -6.926 -7.087 0.655 -0.508
C -6.812 -6.571 -0.610 0.632
O -7.492 -7.073 -1.475 -0.641
C -5.878 -5.457 -0.792 0.850
C -5.759 -4.887 -2.070 -0.512
C -4.922 -3.824 -2.311 -0.529
C -4.129 -3.241 -1.283 0.166
S -3.079 -1.921 -1.566 -0.264
C -4.259 -3.829 0.003 -1.061
C -5.099 -4.894 0.231 -0.603
H -6.335 -6.602 1.243 0.281
H -6.355 -5.314 -2.868 0.373
H -4.847 -3.399 -3.304 0.354
H -3.676 -3.411 0.813 0.396
H -5.132 -5.286 1.246 0.099
Br -5.620 3.401 -1.113 -0.243
C -4.031 2.376 -0.866 0.188
C -3.425 1.787 -1.953 -0.523
C -2.259 1.070 -1.716 -0.862
N -1.698 0.950 -0.518 1.053
C -2.309 1.523 0.516 -0.439
C -3.488 2.251 0.397 -0.762
H -3.837 1.861 -2.949 0.448
H -1.752 0.579 -2.539 0.535
H -1.803 1.424 1.472 0.119
H -3.947 2.705 1.264 0.465
```

Its relative energy (zero: lowest compared OMol25 entry of this formula, charge and spin) is 175.81 kJ/mol. Its charge is -2. The calculation puts the frontier orbital gap at 4.952 eV. The HOMO energy is -1.693 eV. The LUMO energy comes out at 3.259 eV.

***

(2)
This record from OMol25 describes a molecular structure, C42H31AsCl5N3O5PbS2 at a distorted geometry. The level of theory is ωB97M-V/def2-TZVPD.

Structure (XYZ):
```
90
Properties=species:S:1:pos:R:3:mulliken_charge:R:1
Pb 0.402 1.132 -0.161 1.020
C 4.432 0.650 1.990 -0.952
N 3.887 -0.345 1.115 0.475
C 4.560 -1.079 0.178 -0.852
C 3.765 -2.065 -0.299 -0.382
N 2.486 -1.787 0.141 0.830
C 2.568 -0.762 1.078 -0.538
S 1.373 -0.317 2.115 -0.397
C 1.348 -2.493 -0.316 0.032
C 1.346 -3.894 -0.329 -0.517
C 0.169 -4.557 -0.635 -0.624
C -0.898 -3.815 -1.101 -0.380
C -0.712 -2.437 -1.319 -0.781
N 0.343 -1.782 -0.810 0.386
H 3.967 0.647 2.971 0.263
H 4.242 1.612 1.477 0.373
H 5.513 0.454 2.089 0.313
H 5.597 -1.009 0.094 0.584
H 3.941 -2.869 -0.978 0.523
H 2.287 -4.430 -0.082 0.388
H 0.159 -5.634 -0.539 0.415
H -1.873 -4.245 -1.285 0.419
H -1.392 -1.856 -1.914 0.536
Cl 3.087 7.469 1.534 -0.268
C 2.030 6.166 1.615 0.107
C 0.630 6.373 1.796 0.211
Cl 0.003 7.937 2.282 -0.255
C -0.290 5.310 1.612 -0.081
Cl -1.946 5.656 1.836 -0.253
C 0.159 4.039 1.151 0.434
O -0.624 3.144 0.736 -0.807
C 1.640 3.747 1.142 -0.358
O 2.050 2.576 0.773 -0.152
C 2.521 4.814 1.460 0.289
Cl 4.224 4.516 1.603 -0.272
S -3.872 -0.240 -1.869 -0.546
C -5.302 -0.202 -1.039 1.033
C -6.539 0.319 -1.448 -0.473
C -7.748 0.039 -0.818 -0.560
C -7.713 -0.586 0.414 -0.755
C -6.492 -1.031 0.959 0.415
C -5.286 -0.798 0.233 -1.510
As -3.530 -1.286 0.925 0.627
C -4.367 -3.024 1.312 0.423
C -4.041 -3.776 2.457 -0.637
C -4.625 -5.000 2.595 -0.380
C -5.389 -5.606 1.592 -0.386
C -5.623 -4.933 0.396 -0.795
C -4.977 -3.642 0.234 -0.203
C -3.907 -0.317 2.629 0.102
C -4.733 0.783 2.785 -0.129
C -4.973 1.297 4.055 -0.642
C -4.276 0.864 5.145 -0.306
C -3.339 -0.166 5.008 -0.723
C -3.093 -0.686 3.741 -0.456
H -6.414 0.989 -2.320 0.269
H -8.669 0.305 -1.275 0.382
H -8.599 -0.844 1.001 0.322
H -6.423 -1.428 1.986 0.356
H -3.470 -3.331 3.259 0.234
H -4.544 -5.499 3.559 0.328
H -5.786 -6.621 1.778 0.306
H -6.274 -5.270 -0.398 0.404
H -5.141 -3.059 -0.646 0.516
H -5.281 1.180 1.910 0.430
H -5.709 2.061 4.226 0.386
H -4.315 1.428 6.097 0.282
H -2.774 -0.595 5.842 0.332
H -2.309 -1.398 3.517 0.463
C 6.886 3.399 -4.056 -1.361
C 6.662 1.896 -4.083 0.505
C 7.495 1.011 -4.770 -0.379
C 7.388 -0.403 -4.721 0.245
Cl 8.642 -1.298 -5.399 -0.254
C 6.309 -0.948 -4.048 -0.639
C 5.412 -0.103 -3.454 0.110
C 5.563 1.314 -3.487 -0.113
O 4.674 2.129 -2.865 -0.461
C 3.288 2.153 -3.398 -0.639
C 2.295 1.787 -2.337 0.873
O 2.485 0.773 -1.604 -0.635
O 1.347 2.643 -2.240 -0.805
H 6.440 3.824 -3.143 0.359
H 6.458 3.972 -4.896 0.262
H 7.971 3.586 -3.998 0.416
H 8.305 1.438 -5.488 0.228
H 6.060 -1.988 -4.051 0.446
H 4.563 -0.500 -2.871 0.371
H 3.176 1.362 -4.187 0.353
H 3.115 3.163 -3.766 0.278
```

Its relative energy (zero: lowest compared OMol25 entry of this formula, charge and spin) is 16.74 kJ/mol. Its charge is -2. The calculation puts the frontier orbital gap at 4.758 eV. The HOMO energy is -1.461 eV. The LUMO energy comes out at 3.297 eV.

***

(3)
This record from OMol25 describes a molecular structure, C42H31AsN2O4S2TeTi at a distorted geometry. The level of theory is ωB97M-V/def2-TZVPD.

Structure (XYZ):
```
84
Properties=species:S:1:pos:R:3:mulliken_spin:R:1
Ti -0.467 -2.348 0.404 1.037
O 1.661 -5.606 -1.138 0.026
C 1.251 -4.535 -0.703 -0.005
O 0.069 -4.285 -0.247 -0.023
C 2.178 -3.340 -0.597 0.122
C 3.513 -3.340 -0.867 -0.009
C 4.269 -2.160 -0.606 0.275
C 3.624 -1.059 -0.067 -0.147
C 2.259 -1.113 0.171 0.256
N 1.541 -2.252 -0.098 0.220
C 1.420 -0.064 0.756 0.065
O 1.827 1.069 1.043 0.079
O 0.183 -0.464 0.944 -0.035
H 3.964 -4.243 -1.256 -0.005
H 5.334 -2.135 -0.803 0.039
H 4.149 -0.143 0.172 -0.008
S -1.237 -1.967 -2.080 -0.007
C -2.247 -0.526 -2.128 -0.014
C -3.640 -0.622 -2.217 0.001
C -4.447 0.506 -2.254 0.003
C -3.881 1.771 -2.211 -0.003
C -2.495 1.889 -2.166 0.002
C -1.680 0.765 -2.139 0.015
As 0.274 0.825 -2.161 0.001
C 0.456 2.802 -2.229 0.000
C 0.342 3.590 -3.372 0.001
C 0.475 4.971 -3.302 0.000
C 0.720 5.586 -2.080 0.000
C 0.841 4.810 -0.934 0.000
C 0.719 3.428 -1.008 0.007
C 0.506 0.541 -4.096 0.002
C 1.816 0.456 -4.565 -0.002
C 2.082 0.280 -5.916 -0.001
C 1.036 0.169 -6.821 0.000
C -0.274 0.234 -6.363 0.001
C -0.535 0.420 -5.011 -0.002
H -4.080 -1.610 -2.265 0.001
H -5.525 0.395 -2.309 0.000
H -4.506 2.657 -2.225 0.000
H -2.047 2.875 -2.156 0.000
H 0.143 3.120 -4.330 0.000
H 0.385 5.569 -4.202 0.000
H 0.820 6.664 -2.023 0.000
H 1.041 5.280 0.022 0.000
H 0.844 2.819 -0.116 -0.003
H 2.636 0.520 -3.857 0.005
H 3.108 0.214 -6.259 0.000
H 1.239 0.020 -7.875 0.000
H -1.097 0.132 -7.061 0.000
H -1.560 0.461 -4.662 0.000
S -4.037 -4.043 2.925 0.004
C -4.815 -3.356 1.557 -0.002
C -3.934 -2.740 0.723 0.019
C -2.563 -2.780 1.149 0.076
C -2.500 -3.463 2.336 -0.056
C -1.263 -3.641 3.059 0.040
C -1.134 -4.257 4.307 -0.014
C 0.113 -4.339 4.895 0.024
C 1.225 -3.815 4.237 -0.004
C 1.029 -3.225 3.005 0.067
N -0.177 -3.130 2.435 -0.047
H -5.885 -3.453 1.440 0.000
H -4.257 -2.256 -0.188 0.002
H -2.010 -4.660 4.798 0.000
H 0.224 -4.813 5.864 0.003
H 2.217 -3.866 4.664 -0.002
H 1.854 -2.807 2.438 -0.005
C -1.205 1.910 2.638 0.003
Te -1.846 0.185 3.750 0.002
C 0.259 0.113 4.171 -0.017
C 0.704 1.550 4.179 -0.002
C 1.804 1.998 4.895 0.004
C 2.179 3.337 4.849 0.000
C 1.453 4.230 4.078 0.000
C 0.350 3.784 3.356 -0.002
C -0.032 2.452 3.404 0.003
H -2.006 2.637 2.517 0.000
H -0.880 1.524 1.671 -0.002
H 0.707 -0.416 3.329 0.011
H 0.476 -0.409 5.100 0.000
H 2.375 1.295 5.491 0.000
H 3.039 3.678 5.414 0.000
H 1.741 5.274 4.035 0.000
H -0.215 4.479 2.745 0.000
```

Its relative energy (zero: lowest compared OMol25 entry of this formula, charge and spin) is 26.56 kJ/mol. Its charge is -2. The calculation puts the frontier orbital gap (spin up / spin down) at 3.580 / 6.162 eV. The HOMO energy (spin up / spin down) is 0.247 / -2.338 eV. Its spin multiplicity is 3. The LUMO energy (spin up / spin down) comes out at 3.826 / 3.824 eV.